Formula: C5H10N2O
Source: the Open Molecules 2025 dataset
Level of theory: ωB97M-V/def2-TZVPD

The geometry in ORCA input format:
```
! wB97M-V def2-TZVPD RIJCOSX def2/J DEFGRID3
* xyz 0 1
C -0.68460 0.59693 0.99658
C -2.07307 0.63617 1.41660
C 0.49307 1.35736 1.06373
O -1.14285 -0.37914 1.89890
H -0.56449 0.06573 -0.29912
H -2.39094 1.35016 2.17148
H -2.85398 0.26739 0.75786
H 1.16487 0.93861 -0.03992
H 0.41925 2.41667 0.83999
H 1.22103 1.09249 1.82439
C 0.02164 -1.80634 -1.06061
C 1.26904 0.23931 -1.23527
N 0.08111 -0.41449 -1.23172
N 0.78589 -2.69527 -1.54806
H 1.54695 -2.28641 -2.09326
H -0.84132 -2.12546 -0.47889
H 1.36766 1.08052 -1.91760
H 2.18075 -0.33422 -1.06510
*
```

Calculated values
HOMO level (eV): -8.742
Lowest unoccupied orbital energy (eV): 0.13
Energy (Ha): -381.07982
Relative energy (zero: lowest compared OMol25 entry of this formula, charge and spin) (kcal per mole): 129.03
Kohn-Sham gap (eV): 8.9